{
  "formula": "C18H51ClN3O9",
  "method": "ωB97M-V/def2-TZVPD",
  "max_force_ev_per_a": 2.900,
  "charge": -1,
  "lumo_ev": 2.188,
  "energy_ev": -54909.27439,
  "homo_lumo_gap_ev": 6.257,
  "elements": ["Cl", "C", "O", "C", "C", "N", "C", "C", "O", "C", "H", "H", "H", "H", "H", "H", "H", "H", "H", "H", "H", "H", "H", "H", "H", "C", "O", "C", "C", "N", "C", "C", "O", "C", "H", "H", "H", "H", "H", "H", "H", "H", "H", "H", "H", "H", "H", "H", "H", "C", "O", "C", "C", "N", "C", "C", "O", "C", "H", "H", "H", "H", "H", "H", "H", "H", "H", "H", "H", "H", "H", "H", "H", "O", "H", "H", "O", "H", "H", "O", "H", "H"],
  "positions_angstrom": [[6.19768, 20.07426, -23.72425], [13.68146, 21.23774, -29.97843], [13.00427, 21.24008, -28.72238], [12.19714, 22.39001, -28.52993], [11.34055, 22.38350, -27.23679], [10.55868, 23.66259, -27.17885], [11.29672, 24.75905, -26.54840], [11.32390, 24.62928, -24.98499], [10.26460, 25.48803, -24.57555], [9.91909, 25.27677, -23.22938], [12.93246, 21.23788, -30.77033], [14.18363, 20.28323, -30.13599], [14.37804, 22.06490, -30.11516], [11.52474, 22.47508, -29.38359], [12.81746, 23.28515, -28.48476], [12.07341, 22.20904, -26.44902], [10.68901, 21.51546, -27.13632], [9.82973, 23.44806, -26.51349], [10.77585, 25.68571, -26.78941], [12.32193, 24.75268, -26.91855], [12.20322, 25.08420, -24.52897], [11.14421, 23.63629, -24.57295], [9.07022, 25.92517, -23.01236], [10.79364, 25.55619, -22.64185], [9.63575, 24.23976, -23.04928], [-0.49866, 11.76714, -24.94047], [0.73295, 11.10014, -25.07118], [1.71379, 11.89314, -25.81336], [3.21905, 11.54461, -25.52817], [3.53521, 12.27220, -24.31384], [4.68724, 11.82316, -23.60197], [5.08344, 12.90272, -22.51003], [6.22536, 12.40860, -21.71400], [6.18309, 12.88819, -20.38321], [-1.05845, 11.22131, -24.18100], [-1.03523, 11.74530, -25.88900], [-0.44113, 12.82473, -24.68303], [1.50058, 12.95885, -25.73026], [1.44945, 11.64287, -26.84078], [3.86679, 11.88277, -26.33698], [3.39226, 10.47745, -25.38937], [2.68364, 12.25967, -23.77091], [5.55760, 11.69940, -24.24637], [4.59745, 10.83856, -23.14305], [4.13931, 12.91522, -21.96545], [5.23906, 13.88207, -22.96253], [6.86579, 12.20441, -19.87878], [5.21959, 12.87648, -19.87367], [6.56654, 13.90850, -20.37774], [-1.97678, 18.55073, -20.23970], [-0.90124, 18.68612, -21.19507], [0.42033, 18.46452, -20.71699], [0.75371, 19.19765, -19.35854], [0.97229, 20.59862, -19.70018], [1.17027, 21.42227, -18.50322], [1.69234, 22.80966, -18.91134], [0.67270, 23.65469, -19.43493], [-0.11578, 24.33085, -18.45169], [-1.85945, 17.74712, -19.51269], [-2.95974, 18.39226, -20.68328], [-2.12285, 19.43686, -19.62201], [0.98717, 18.82196, -21.57667], [0.73645, 17.42218, -20.67565], [1.72724, 18.80661, -19.06287], [-0.03213, 19.11157, -18.60810], [1.78486, 20.66498, -20.29635], [1.97244, 20.92324, -17.95953], [0.32532, 21.53150, -17.82334], [2.53392, 22.72682, -19.59908], [2.14809, 23.25836, -18.02870], [-0.94262, 24.82223, -18.96451], [0.52202, 25.07415, -17.97334], [-0.44929, 23.71374, -17.61740], [5.75794, 15.72391, -26.94973], [5.86623, 16.39820, -26.27903], [5.23241, 15.04563, -26.52547], [8.64444, 19.84101, -18.40964], [8.29305, 19.70934, -19.29022], [9.40907, 19.26669, -18.36802], [2.30597, 20.72345, -27.34937], [2.06070, 19.83978, -27.62358], [3.06570, 20.59622, -26.78117]],
  "atomic_forces_ev_per_a": [[0.0, -0.1, 0.0], [-1.0, -0.4, 0.2], [0.5, -0.1, 0.2], [-0.8, -0.1, -0.2], [0.8, 0.1, -0.7], [0.8, -1.3, 0.5], [0.4, -1.1, 1.0], [-0.6, 1.8, -0.8], [-0.7, -0.4, -0.2], [0.1, 0.4, -0.3], [-0.1, 0.4, -0.3], [0.2, 0.1, 0.6], [0.0, 0.1, 0.2], [-0.2, 0.2, -0.2], [0.2, 0.2, -0.2], [0.0, 0.5, 0.7], [-0.3, 0.2, -0.5], [-0.7, 0.1, -0.2], [0.3, 0.1, 0.1], [0.0, 0.3, -0.2], [0.6, -0.4, -0.1], [0.2, -0.3, -0.4], [0.1, 0.0, 0.1], [-0.1, -0.1, 0.6], [0.0, -0.1, 0.1], [-0.2, -0.4, -0.3], [1.6, 1.0, 0.6], [-0.3, -1.6, -1.3], [-1.5, 0.7, 0.6], [-0.1, 0.4, -0.4], [1.8, 0.9, 1.0], [0.0, -2.3, -0.5], [-2.6, 0.6, -1.1], [1.0, -0.1, -0.3], [-0.1, 0.1, -0.1], [-0.3, -0.2, -0.2], [0.4, 0.1, 0.4], [0.3, 0.1, 0.5], [0.4, 0.1, -0.5], [-0.2, 0.1, -0.2], [-0.3, -0.4, -0.2], [0.2, 0.0, 0.6], [-0.1, 0.2, -0.5], [-0.3, -0.2, 0.5], [0.3, 0.5, 0.9], [0.3, -0.1, 0.0], [0.0, 0.3, 0.4], [-0.3, -0.2, -0.3], [0.1, 0.1, 0.3], [0.4, 0.2, 0.2], [-1.5, -0.6, 0.9], [-0.3, 0.6, 0.6], [0.7, 0.3, -2.8], [-1.6, 0.5, 0.9], [1.5, 0.2, -1.2], [-0.6, -0.1, 0.9], [-0.2, -0.2, 0.1], [1.2, 0.0, -0.2], [0.4, -0.4, -0.2], [0.4, -0.1, -0.8], [0.4, 0.4, -0.1], [0.5, 0.5, 0.5], [-0.7, -0.5, 0.4], [-0.1, -0.6, 0.8], [0.2, -0.2, 0.0], [0.1, 0.1, 0.0], [0.3, 0.2, 0.8], [-0.4, -0.3, -0.4], [-0.4, 0.0, -0.5], [-0.1, 0.3, 0.3], [0.0, -0.2, 0.1], [0.0, 0.5, 0.0], [-0.3, -0.5, -0.2], [0.0, -0.2, -0.3], [0.1, 0.4, 0.2], [-0.1, -0.1, 0.1], [0.0, 0.1, 0.3], [-0.2, 0.0, -0.4], [0.2, -0.1, 0.0], [-0.2, 0.2, -0.2], [0.0, -0.2, 0.0], [0.3, 0.0, 0.3]],
  "mulliken_charge": [-0.9976, -0.7247, -0.3292, -0.4380, -0.5221, -0.3970, -0.5076, -0.6483, -0.3360, -0.6993, 0.3097, 0.2667, 0.2825, 0.3151, 0.1751, 0.2523, 0.4500, 0.3030, 0.4051, 0.1621, 0.4112, 0.4322, 0.2379, 0.2832, 0.3171, -0.6816, -0.3324, -0.7851, -0.5379, -0.2202, -0.7801, -0.4470, -0.3168, -0.6753, 0.2429, 0.2902, 0.3141, 0.4007, 0.4769, 0.3241, 0.3300, 0.2390, 0.3723, 0.3390, 0.2688, 0.3531, 0.2283, 0.3139, 0.2872, -0.7831, -0.3600, -0.5828, -0.6418, -0.3154, -0.4738, -0.6849, -0.3330, -0.6671, 0.3371, 0.2801, 0.2847, 0.3469, 0.3185, 0.4601, 0.3855, 0.2607, 0.3651, 0.2347, 0.4153, 0.3595, 0.2354, 0.2862, 0.2723, -0.6623, 0.3527, 0.3039, -0.6596, 0.3491, 0.3099, -0.6586, 0.3061, 0.3514]
}

{
  "formula": "C6H5NO2P",
  "method": "ωB97M-V/def2-TZVPD",
  "max_force_ev_per_a": 2.978,
  "charge": -1,
  "lumo_ev": [3.733, 3.733],
  "energy_ev": -21173.06823,
  "homo_lumo_gap_ev": [7.016, 7.017],
  "elements": ["C", "C", "C", "C", "C", "C", "N", "O", "O", "P", "H", "H", "H", "H", "H"],
  "positions_angstrom": [[-1.09812, 1.40300, 0.31385], [0.19008, 1.88914, -0.11390], [-1.46256, 0.13194, 0.60626], [1.30888, 1.23036, 0.16468], [0.50328, -1.13080, 0.32669], [2.69743, 0.99129, 0.06121], [-0.70172, -1.00402, 0.50342], [3.57761, 1.73289, 0.50296], [2.92454, -0.19570, -0.49176], [2.10217, -1.77406, 0.19051], [-1.89378, 2.13947, 0.33313], [0.16844, 2.83263, -0.67856], [-2.48985, -0.09774, 0.86812], [2.15158, -2.11323, -1.14961], [1.45656, -3.10689, 0.46976]],
  "atomic_forces_ev_per_a": [[-0.1, -0.5, 0.1], [0.6, 0.3, -0.3], [-0.9, 0.9, 0.3], [-1.4, -2.3, 0.4], [-1.1, 2.8, 0.2], [0.3, 0.2, -0.3], [1.5, -1.0, -0.4], [0.1, 0.0, 0.1], [0.3, 0.7, -0.3], [1.1, -1.1, 0.6], [-0.1, -0.1, 0.1], [0.0, 0.0, 0.0], [0.0, 0.2, 0.0], [0.1, -0.3, -0.4], [-0.3, 0.2, 0.0]],
  "mulliken_charge": [-0.1906, -0.3216, -0.1610, -0.2536, 0.4014, 0.4216, -0.4276, -0.6915, -0.5168, -0.1955, 0.2881, 0.3318, 0.3513, -0.0279, -0.0079]
}